{
  "formula": "C54H132N12O6",
  "method": "ωB97M-V/def2-TZVPD",
  "elements": ["C", "C", "N", "C", "C", "C", "C", "H", "H", "H", "H", "H", "H", "H", "H", "H", "H", "H", "H", "H", "H", "H", "C", "C", "N", "C", "C", "C", "C", "H", "H", "H", "H", "H", "H", "H", "H", "H", "H", "H", "H", "H", "H", "H", "C", "C", "N", "C", "C", "C", "C", "H", "H", "H", "H", "H", "H", "H", "H", "H", "H", "H", "H", "H", "H", "H", "C", "C", "N", "C", "C", "C", "C", "H", "H", "H", "H", "H", "H", "H", "H", "H", "H", "H", "H", "H", "H", "H", "C", "C", "N", "C", "C", "C", "C", "H", "H", "H", "H", "H", "H", "H", "H", "H", "H", "H", "H", "H", "H", "H", "C", "C", "N", "C", "C", "C", "C", "H", "H", "H", "H", "H", "H", "H", "H", "H", "H", "H", "H", "H", "H", "H", "C", "O", "N", "C", "C", "H", "H", "H", "H", "H", "H", "H", "C", "O", "N", "C", "C", "H", "H", "H", "H", "H", "H", "H", "C", "O", "N", "C", "C", "H", "H", "H", "H", "H", "H", "H", "C", "O", "N", "C", "C", "H", "H", "H", "H", "H", "H", "H", "C", "O", "N", "C", "C", "H", "H", "H", "H", "H", "H", "H", "C", "O", "N", "C", "C", "H", "H", "H", "H", "H", "H", "H"],
  "positions_angstrom": [[2.4414, -2.7633, 2.3259], [2.7927, -3.1494, 0.9238], [3.7682, -4.2682, 0.6856], [4.9204, -4.2183, 1.5291], [5.6516, -2.8773, 1.4155], [3.1076, -5.5509, 0.8225], [2.1191, -5.9376, -0.3432], [2.8386, -3.4987, 3.0337], [1.3516, -2.8665, 2.5051], [2.6544, -1.7270, 2.6186], [1.8692, -3.4685, 0.5422], [3.1687, -2.2873, 0.5125], [4.6900, -4.3257, 2.6257], [5.6556, -4.9913, 1.2273], [6.0685, -2.7579, 0.4167], [4.9137, -2.1064, 1.6433], [6.4576, -2.7979, 2.2100], [2.6230, -5.5336, 1.7989], [3.8973, -6.3035, 0.9517], [1.9498, -7.0340, -0.4036], [2.4970, -5.5741, -1.3121], [1.1589, -5.4548, -0.0666], [6.2965, 2.2375, 0.8616], [5.4755, 0.9915, 0.5389], [4.3334, 1.3411, -0.2849], [3.0963, 1.6618, 0.4571], [2.3657, 0.5213, 1.1939], [4.1067, 0.5899, -1.5685], [3.5961, 1.4229, -2.7316], [6.5868, 2.7744, -0.0703], [7.1460, 1.9057, 1.5455], [5.8556, 2.9588, 1.5608], [6.0930, 0.3011, -0.0708], [5.0648, 0.4708, 1.4068], [3.4306, 2.4502, 1.1554], [2.4538, 2.2131, -0.1822], [2.7380, 0.4112, 2.1920], [1.3279, 0.9193, 1.3143], [2.3731, -0.3721, 0.5928], [3.4086, -0.2310, -1.5061], [4.9976, 0.0403, -1.8363], [3.0991, 0.8033, -3.4357], [4.3276, 2.0320, -3.3116], [2.7646, 2.0423, -2.4177], [-3.3615, 2.1029, 1.9194], [-2.3951, 3.2702, 1.4975], [-2.9745, 4.5636, 1.9002], [-3.1755, 4.6339, 3.3684], [-3.4659, 6.0505, 3.9438], [-4.1399, 5.0232, 1.1097], [-3.8600, 5.4189, -0.2931], [-3.1287, 1.0544, 1.4524], [-4.4611, 2.1842, 1.5911], [-3.4848, 1.8982, 3.0064], [-1.4291, 3.1625, 1.9056], [-2.1893, 3.3313, 0.4421], [-4.0375, 3.9604, 3.7197], [-2.2293, 4.1789, 3.8098], [-4.4338, 6.3669, 3.6580], [-3.4182, 6.0021, 5.0268], [-2.7016, 6.7344, 3.5165], [-4.4000, 5.8677, 1.6921], [-4.9590, 4.2613, 1.2112], [-3.0315, 6.1532, -0.4400], [-4.7905, 5.8739, -0.7070], [-3.5028, 4.5781, -0.9268], [-4.8080, -3.3507, -0.0417], [-4.4916, -3.4693, 1.4898], [-3.1851, -4.0968, 1.7797], [-2.6727, -3.9177, 3.1265], [-2.0155, -2.4841, 3.3042], [-3.3376, -5.5132, 1.5008], [-2.0940, -6.3887, 1.4492], [-3.8872, -2.9243, -0.4886], [-5.6844, -2.7371, -0.1702], [-5.0485, -4.3013, -0.5421], [-4.5864, -2.5593, 2.0062], [-5.3496, -4.0136, 1.8879], [-1.8205, -4.5638, 3.3114], [-3.3793, -4.1284, 3.9099], [-1.2036, -2.2860, 2.6816], [-1.5938, -2.3940, 4.3289], [-2.7418, -1.7155, 3.1722], [-4.0862, -5.9248, 2.1825], [-3.7833, -5.5910, 0.5535], [-1.3799, -6.1010, 0.6548], [-1.5050, -6.2167, 2.2938], [-2.2011, -7.4671, 1.4831], [-4.2080, -1.6256, -3.6438], [-4.0159, -0.6527, -4.7760], [-2.7321, 0.0948, -4.6311], [-1.6281, -0.9154, -4.8296], [-1.6015, -1.7621, -6.0488], [-2.7038, 1.2414, -5.4790], [-1.4236, 2.1219, -5.1966], [-3.8363, -2.5974, -3.9486], [-5.2797, -1.7226, -3.4106], [-3.6607, -1.2462, -2.8327], [-4.0769, -1.1325, -5.7456], [-4.7982, 0.0769, -4.7220], [-0.7408, -0.3359, -4.7632], [-1.7038, -1.5900, -3.9865], [-1.5763, -1.2292, -6.9617], [-0.6359, -2.3565, -6.0275], [-2.3686, -2.4947, -6.0092], [-3.5678, 1.9192, -5.2236], [-2.6898, 1.1249, -6.5785], [-0.5274, 1.6536, -5.6398], [-1.1280, 2.1293, -4.1463], [-1.5803, 3.1257, -5.4705], [4.1861, 1.6761, 4.7456], [3.1908, 1.6505, 5.8695], [1.9492, 1.0611, 5.4376], [1.1263, 0.7214, 6.5750], [0.8602, 1.8294, 7.6834], [1.2052, 1.9181, 4.4939], [-0.0827, 1.3463, 3.9396], [4.3526, 0.6684, 4.2800], [5.1487, 1.8847, 5.0646], [3.8419, 2.2851, 3.9460], [3.5692, 1.0822, 6.7451], [3.0458, 2.6891, 6.2365], [0.1454, 0.3607, 6.1005], [1.4928, -0.1819, 7.0617], [0.7402, 2.8020, 7.2125], [0.0052, 1.5891, 8.2947], [1.7631, 2.0343, 8.3399], [1.8420, 2.1571, 3.6090], [0.8500, 2.9339, 4.8209], [-0.4310, 1.8805, 3.0689], [-0.8940, 1.3310, 4.6610], [0.1288, 0.2820, 3.6122], [-5.9797, 2.1739, -3.3515], [-7.1445, 2.0724, -3.7205], [-5.3792, 1.5827, -2.2642], [-3.9937, 1.7142, -1.9676], [-6.1293, 0.5589, -1.5122], [-5.2143, 2.7949, -3.9305], [-3.5404, 2.4788, -2.5938], [-3.3980, 0.7784, -2.1812], [-3.8615, 1.9495, -0.9415], [-7.1186, 0.3216, -1.9926], [-5.5707, -0.3602, -1.3369], [-6.3824, 0.8597, -0.4906], [4.5156, -5.1839, -2.6848], [3.7133, -6.0319, -3.0513], [4.3108, -3.8546, -2.8057], [2.9932, -3.3482, -3.1896], [5.3358, -2.9424, -2.3134], [5.5474, -5.4576, -2.2786], [3.1482, -2.3480, -3.6320], [2.2976, -3.2922, -2.3464], [2.5952, -4.0167, -3.9907], [6.2054, -3.5897, -2.0724], [5.6789, -2.2783, -3.0748], [5.0517, -2.4203, -1.4261], [-1.7093, -4.4071, -2.6063], [-1.1089, -3.3798, -2.7270], [-1.5133, -5.5557, -3.2896], [-0.4543, -5.7396, -4.3048], [-2.5004, -6.6123, -3.0669], [-2.5258, -4.5027, -1.8819], [0.1552, -6.6594, -4.0728], [0.1438, -4.8068, -4.4126], [-0.8922, -6.0104, -5.2798], [-1.9235, -7.4980, -2.7095], [-3.2673, -6.2219, -2.3955], [-2.9756, -6.9245, -3.9762], [0.2406, 5.6518, 3.7734], [0.8294, 5.5421, 4.8463], [0.8119, 5.3917, 2.5803], [0.0586, 5.4985, 1.3724], [2.2016, 5.1291, 2.5364], [-0.8309, 5.8731, 3.6545], [-0.9972, 5.4561, 1.6365], [0.3631, 4.7012, 0.6965], [0.2446, 6.5211, 0.9109], [2.4583, 4.8772, 3.5644], [2.4000, 4.2946, 1.8355], [2.7679, 5.9864, 2.2144], [1.1871, 6.9358, -2.5502], [-0.0171, 7.1126, -2.2948], [1.7747, 5.7641, -2.7726], [3.2004, 5.7559, -3.1174], [1.1028, 4.4248, -2.6021], [1.9575, 7.6882, -2.5169], [3.8059, 6.3912, -2.5328], [3.4142, 5.9772, -4.1247], [3.4830, 4.7414, -2.9572], [0.1329, 4.4811, -2.0901], [0.9079, 3.9222, -3.5296], [1.7604, 3.8140, -1.9509], [-0.7090, 1.0202, -0.9885], [-0.1481, 1.8688, -1.6651], [-0.5309, -0.3660, -1.0026], [-1.0772, -1.2405, 0.0278], [0.4833, -0.8875, -1.9768], [-1.5110, 1.2430, -0.3071], [-1.1090, -2.2986, -0.3601], [-2.0965, -1.0585, 0.2689], [-0.4216, -1.3921, 0.8745], [-0.0213, -1.5888, -2.6316], [0.8561, -0.0438, -2.5788], [1.2584, -1.3782, -1.4407]],
  "lowdin_charge": [-0.08, -0.24, -0.17, -0.29, -0.08, -0.24, -0.05, 0.07, 0.07, 0.06, 0.08, 0.05, 0.12, 0.12, 0.05, 0.05, 0.10, 0.11, 0.11, 0.08, 0.03, 0.05, -0.09, -0.26, -0.17, -0.21, -0.05, -0.22, -0.08, 0.08, 0.09, 0.05, 0.11, 0.10, 0.09, 0.07, 0.04, 0.08, 0.04, 0.07, 0.09, 0.05, 0.09, 0.03, -0.09, -0.24, -0.21, -0.25, -0.08, -0.25, -0.08, 0.07, 0.08, 0.06, 0.06, 0.09, 0.12, 0.12, 0.05, 0.08, 0.08, 0.08, 0.12, 0.09, 0.09, 0.06, -0.07, -0.23, -0.17, -0.22, -0.06, -0.27, -0.07, 0.06, 0.06, 0.06, 0.09, 0.11, 0.09, 0.11, 0.01, 0.08, 0.05, 0.12, 0.07, 0.07, 0.03, 0.08, -0.08, -0.24, -0.16, -0.24, -0.08, -0.26, -0.08, 0.06, 0.09, 0.04, 0.11, 0.09, 0.09, 0.07, 0.06, 0.10, 0.05, 0.10, 0.11, 0.07, 0.05, 0.05, -0.09, -0.27, -0.18, -0.25, -0.07, -0.26, -0.10, 0.09, 0.05, 0.04, 0.13, 0.13, 0.11, 0.10, 0.05, 0.05, 0.08, 0.09, 0.11, 0.04, 0.07, 0.09, -0.34, 0.00, -0.16, -0.08, -0.04, 0.14, 0.09, 0.09, 0.05, 0.10, 0.06, 0.08, -0.36, -0.02, -0.17, -0.03, -0.06, 0.15, 0.09, 0.07, 0.09, 0.09, 0.08, 0.05, -0.35, 0.00, -0.17, -0.02, -0.05, 0.12, 0.10, 0.08, 0.08, 0.10, 0.08, 0.08, -0.32, -0.02, -0.20, -0.05, -0.05, 0.10, 0.06, 0.09, 0.12, 0.08, 0.08, 0.09, -0.35, -0.03, -0.15, -0.04, -0.02, 0.12, 0.07, 0.07, 0.06, 0.08, 0.08, 0.06, -0.31, -0.01, -0.12, -0.05, -0.02, 0.09, 0.09, 0.06, 0.06, 0.04, 0.08, 0.05],
  "e_above_lowest_kj_mol": 302.72,
  "charge": 0,
  "spin_multiplicity": 1,
  "fmax_ev_per_a": 3.0,
  "smiles": "CCN(CC)CC.CCN(CC)CC.CCN(CC)CC.CCN(CC)CC.CCN(CC)CC.CCN(CC)CC.CN(C)C=O.CN(C)C=O.CN(C)C=O.CN(C)C=O.CN(C)C=O.CN(C)C=O",
  "e_tot_ha": -3244.96133,
  "homo_energy_ev": -8.18,
  "gap_ha": 0.3174
}